[1]
C6H14BN2O3 | wB97M-V/def2-TZVPD

LUMO level, eV: -3.36
Relative energy (zero: lowest compared OMol25 entry of this formula, charge and spin), kJ/mol: 43.04
Charge: +1
Maximum force, eV/Å: 3.87
Frontier orbital gap, eV: 8.77
Spin multiplicity: 1
Highest occupied orbital energy, eV: -12.132
SMILES string: N[C@@H]1CCC[N+](B(O)O)=C(O)C1
M, g/mol: 173.00

CARTESIAN COORDINATES (ANGSTROEM)
H: -1.875 -2.143 0.716
N: 2.331 -1.615 0.561
C: 0.499 -0.963 -1.039
N: -1.555 0.081 0.039
H: 0.769 -0.091 1.300
H: 2.257 1.164 0.985
O: -3.577 -1.295 0.552
C: 0.545 1.478 -0.070
C: -1.005 1.404 0.109
H: 0.505 -1.974 -1.406
H: 0.489 -0.450 -1.972
H: -1.203 1.689 1.121
O: -3.797 0.919 -0.411
C: 1.946 -0.612 -0.284
O: -1.019 -2.110 0.286
H: -4.580 -1.292 0.616
H: 2.573 -0.327 -1.145
H: 0.763 2.444 0.311
H: 3.093 -2.176 0.355
H: 0.862 1.414 -1.097
H: 1.886 -1.642 1.505
C: -0.736 -0.980 -0.178
B: -3.116 -0.098 0.046
H: -1.530 2.152 -0.541
H: -4.740 0.958 -0.588
C: 1.404 0.501 0.613


[2]
C6H14Br4FNO3S | wB97M-V/def2-TZVPD

LUMO level, eV: 0.44
Maximum force, eV/Å: 0.45
Frontier orbital gap, eV: 10.32
Spin multiplicity: 1
Highest occupied orbital energy, eV: -9.881
SMILES string: COCNS(=O)(=O)F.BrCCBr.BrCCBr
M, g/mol: 518.86

CARTESIAN COORDINATES (ANGSTROEM)
F: -2.000 1.397 1.519
Br: 2.486 -1.858 -1.318
O: 0.265 1.044 2.122
H: 0.091 2.684 -2.429
C: -4.597 -1.088 1.693
H: -2.313 -1.038 2.756
Br: 0.363 1.315 -4.468
S: -0.654 0.741 1.084
Br: 3.372 3.424 -4.279
C: -2.264 -1.354 1.708
C: 1.602 3.728 -3.531
O: -3.384 -0.935 0.981
H: -2.182 -2.446 1.686
N: -1.046 -0.852 1.113
H: 3.554 -0.561 0.501
H: 1.012 4.192 -4.316
H: 1.743 4.431 -2.714
H: -5.358 -0.532 1.150
H: 4.028 -3.075 0.889
C: 3.252 -2.494 1.376
C: 0.972 2.461 -3.022
O: -0.389 1.120 -0.260
H: 3.606 -2.140 2.341
Br: 1.799 -3.729 1.763
C: 2.792 -1.337 0.532
H: -0.867 -1.240 0.193
H: 1.863 -0.913 0.900
H: 1.659 1.867 -2.428
H: -4.889 -2.141 1.758
H: -4.515 -0.670 2.703


[3]
C6H14Cl2O3PYb | wB97M-V/def2-TZVPD

LUMO level (alpha / beta), eV: -8.77 / -10.62
Charge: +2
Maximum force, eV/Å: 3.07
Frontier orbital gap (alpha / beta), eV: 8.38 / 6.53
Spin multiplicity: 2
Highest occupied orbital energy (alpha / beta), eV: -17.155 / -17.155
M, g/mol: 409.09

CARTESIAN COORDINATES (ANGSTROEM)
O: 1.411 3.028 0.919
H: 0.609 5.418 1.653
H: -0.986 -0.443 -3.189
H: -2.470 -2.424 -0.310
C: -1.664 0.182 -0.273
Cl: 0.806 -1.209 2.370
O: 2.458 -2.746 -0.310
H: -1.482 1.144 -0.770
C: 2.025 -0.452 -2.220
C: 1.014 3.352 2.027
H: 3.058 -3.490 -0.068
Yb: 1.986 -0.435 0.408
C: 0.508 4.693 2.467
H: 1.598 -3.164 -0.528
H: -1.169 -2.562 0.945
P: -0.498 -1.096 -0.880
H: -1.036 -3.473 -0.567
H: -2.707 -0.144 -0.454
H: -0.557 4.622 2.743
C: -1.383 -2.527 -0.131
H: -0.792 -2.172 -3.048
H: -1.500 0.339 0.803
C: -1.217 -1.296 -2.547
H: 1.074 5.058 3.339
H: -2.316 -1.421 -2.503
O: 2.254 -0.956 -3.214
Cl: 0.975 2.174 3.340


[4]
C6H14ClN2P | wB97M-V/def2-TZVPD

LUMO level, eV: 0.75
Relative energy (zero: lowest compared OMol25 entry of this formula, charge and spin), kJ/mol: 65.95
Maximum force, eV/Å: 3.74
Frontier orbital gap, eV: 9.65
Spin multiplicity: 1
Highest occupied orbital energy, eV: -8.909
SMILES string: [H]/N=C(/C)C[C@@]1(C)CP1Cl.N
M, g/mol: 180.62

CARTESIAN COORDINATES (ANGSTROEM)
C: -1.373 0.257 -2.037
H: -1.547 1.026 -2.893
H: 0.117 -2.459 1.928
H: -1.016 2.160 0.755
H: 2.444 0.801 1.201
P: -2.596 -0.453 -0.898
N: 2.530 0.941 0.189
H: -1.947 2.522 -0.664
H: 1.847 1.914 -2.258
C: -0.997 2.107 -0.338
H: -0.453 -1.522 3.197
H: 1.107 0.321 -2.792
H: -0.113 2.633 -0.719
C: 1.783 0.825 -2.066
H: 0.274 0.110 1.058
Cl: -2.021 -2.369 -0.798
C: -0.956 0.648 -0.630
H: 2.823 0.598 -2.211
C: 1.523 0.632 -0.531
H: 0.284 -1.095 -0.191
N: -0.648 -2.297 2.629
C: 0.289 0.050 0.006
H: -0.748 -0.604 -2.473
H: -0.655 -3.098 3.220


[5]
C6H14ClNO | wB97M-V/def2-TZVPD

LUMO level (alpha / beta), eV: 0.61 / 0.61
Relative energy (zero: lowest compared OMol25 entry of this formula, charge and spin), kJ/mol: 346.09
Maximum force, eV/Å: 4.36
Frontier orbital gap (alpha / beta), eV: 7.54 / 7.54
Spin multiplicity: 1
Highest occupied orbital energy (alpha / beta), eV: -6.937 / -6.936
M, g/mol: 151.64

CARTESIAN COORDINATES (ANGSTROEM)
O: 0.430 -0.856 -1.733
Cl: 0.977 2.978 -1.917
H: 0.288 -1.358 1.892
H: -2.835 -0.277 0.525
C: -0.652 0.736 1.504
H: 0.146 -0.795 -2.623
C: -2.050 -0.934 0.509
H: -1.009 0.773 -1.336
H: -2.173 -1.540 -0.328
H: -1.271 0.311 2.423
H: 1.359 -1.235 0.649
C: -0.271 0.053 -0.921
N: 2.573 1.012 -1.198
C: 0.323 -1.450 0.878
H: 2.430 0.848 -2.198
H: 0.327 0.820 1.944
H: -1.092 1.623 1.173
H: 0.099 -2.387 0.646
H: 2.460 0.042 -0.837
H: -2.181 -1.751 1.192
C: -0.676 -0.392 0.495
H: 1.330 2.051 0.118
C: 1.467 1.726 -0.857


[6]
C6H14ClNSi | wB97M-V/def2-TZVPD

LUMO level (alpha / beta), eV: 0.49 / 0.49
Relative energy (zero: lowest compared OMol25 entry of this formula, charge and spin), kJ/mol: 361.04
Maximum force, eV/Å: 4.95
Frontier orbital gap (alpha / beta), eV: 7.54 / 7.54
Spin multiplicity: 1
Highest occupied orbital energy (alpha / beta), eV: -7.047 / -7.049
M, g/mol: 163.72

CARTESIAN COORDINATES (ANGSTROEM)
Si: -1.394 0.466 0.122
H: -0.993 1.843 2.334
N: -1.927 -0.871 0.943
H: -2.807 -2.762 0.969
H: -1.461 -2.663 -0.072
H: 3.345 -0.077 -0.157
C: 2.334 0.402 0.132
H: -1.264 4.257 1.367
H: 2.413 1.432 0.308
C: -2.327 -2.165 0.244
C: 1.380 -1.198 -1.703
C: -1.284 2.057 1.376
H: 2.080 -0.121 0.930
H: 1.486 0.989 -1.621
H: -1.489 -1.094 1.800
H: 0.729 -1.244 -2.646
H: -3.017 -2.021 -0.543
Cl: -2.602 0.767 -1.469
H: 0.962 -1.915 -1.113
C: 1.332 0.139 -1.023
H: -1.564 3.321 -0.229
C: -1.319 3.281 0.844
H: 2.319 -1.463 -2.035


[7]
C6H14CsN2O2 | wB97M-V/def2-TZVPD

LUMO level, eV: -3.77
Relative energy (zero: lowest compared OMol25 entry of this formula, charge and spin), kJ/mol: 806.69
Charge: +1
Maximum force, eV/Å: 12.31
Frontier orbital gap, eV: 9.43
Spin multiplicity: 1
Highest occupied orbital energy, eV: -13.205
M, g/mol: 279.09

CARTESIAN COORDINATES (ANGSTROEM)
H: 0.982 1.951 -1.925
H: -1.560 -3.597 2.638
C: 1.629 -1.674 -0.148
H: -0.567 -1.914 -0.310
H: 0.491 4.539 -0.896
H: 0.499 0.180 -0.304
H: 1.720 -1.624 -1.233
H: -0.066 0.692 1.168
H: -1.900 -3.533 0.882
N: 0.482 2.612 -1.349
C: -0.278 0.823 0.107
H: -1.826 -2.043 1.844
O: 0.917 -3.331 2.120
H: -0.386 4.314 -2.329
H: -1.224 0.372 -0.194
Cs: -2.207 -0.387 0.872
H: 2.456 -2.237 0.285
H: 1.776 -0.634 0.143
C: 0.523 3.977 -1.830
H: 1.316 4.335 -2.486
C: -0.382 2.238 -0.392
O: -1.273 2.910 0.021
C: -1.401 -3.038 1.715
C: 0.028 -2.841 1.341
N: 0.250 -2.090 0.258


[8]
C6H14GaO3 | wB97M-V/def2-TZVPD

LUMO level (alpha / beta), eV: -11.78 / -11.79
Charge: +2
Maximum force, eV/Å: 3.30
Frontier orbital gap (alpha / beta), eV: 5.35 / 7.55
Spin multiplicity: 2
Highest occupied orbital energy (alpha / beta), eV: -17.130 / -19.339
M, g/mol: 203.90

CARTESIAN COORDINATES (ANGSTROEM)
O: 0.802 1.127 0.526
H: -2.502 -0.604 -2.567
H: -2.071 -1.340 -0.976
C: 0.292 2.478 0.590
H: 0.010 -3.227 -0.632
H: -0.518 -3.144 1.079
H: 2.292 -1.151 -0.149
H: 1.109 3.180 0.379
H: 0.568 2.736 2.706
H: 1.233 -3.244 0.690
H: -0.826 3.593 2.019
C: -1.686 -0.849 -1.878
H: -0.962 -1.518 -2.361
C: 1.297 -0.901 -0.563
H: 1.198 -1.381 -1.547
C: -0.279 2.633 1.998
O: 0.303 -1.423 0.338
H: 1.542 1.172 -1.452
C: 1.067 0.559 -0.687
C: 0.260 -2.850 0.368
O: -1.097 1.558 2.333
Ga: -0.403 -0.058 1.552
H: -1.133 0.083 -1.593
H: -0.495 2.572 -0.171


[9]
C6H14N2 | wB97M-V/def2-TZVPD

LUMO level, eV: 1.06
Relative energy (zero: lowest compared OMol25 entry of this formula, charge and spin), kJ/mol: 128.65
Maximum force, eV/Å: 2.52
Frontier orbital gap, eV: 9.30
Spin multiplicity: 1
Highest occupied orbital energy, eV: -8.233
SMILES string: CN1CCC[C@H]1CN
M, g/mol: 114.19

CARTESIAN COORDINATES (ANGSTROEM)
C: -0.379 -0.104 -0.790
H: 1.583 0.403 -1.368
C: 0.282 1.102 1.182
C: 0.860 1.896 0.025
C: 0.670 0.967 -1.164
H: 1.921 2.086 0.199
H: 0.445 2.904 -0.069
C: 0.046 -1.525 -1.289
H: -0.715 -2.320 -1.322
N: 1.020 -2.153 -0.356
H: 0.517 -1.498 -2.264
H: -0.386 1.800 1.744
H: 0.552 -2.710 0.337
H: -1.359 0.079 -1.236
H: -2.462 0.526 1.064
H: -1.515 -0.230 2.387
H: 1.046 0.699 1.854
N: -0.437 -0.110 0.724
C: -1.744 -0.265 1.330
H: -2.150 -1.278 1.160
H: 1.714 -1.551 0.044
H: 0.490 1.282 -2.191


[10]
C6H14N2 | wB97M-V/def2-TZVPD

LUMO level, eV: 1.02
Relative energy (zero: lowest compared OMol25 entry of this formula, charge and spin), kJ/mol: 93.94
Maximum force, eV/Å: 2.59
Frontier orbital gap, eV: 8.87
Spin multiplicity: 1
Highest occupied orbital energy, eV: -7.856
SMILES string: C/C(=C/N)CCCN
M, g/mol: 114.19

CARTESIAN COORDINATES (ANGSTROEM)
H: 0.685 1.031 -2.929
H: -2.449 -2.023 2.136
H: -0.523 1.927 0.162
H: 1.403 -1.225 -2.464
H: 1.866 0.307 0.705
N: 1.796 -0.404 -2.032
H: -0.682 -0.712 -1.331
H: -0.206 -1.680 2.299
C: 1.201 0.455 1.559
C: -0.795 -1.032 1.656
H: -1.303 0.802 -1.982
C: -0.525 0.363 -1.348
C: -0.205 0.050 1.168
H: 1.555 -0.174 2.374
H: -1.905 0.901 0.178
H: 2.279 -0.638 -1.181
C: -0.839 0.886 0.079
H: -2.733 -0.930 0.929
C: 0.870 0.732 -1.916
H: 1.208 1.512 1.819
N: -2.050 -1.549 1.338
H: 1.353 1.401 -1.219